(1)
ORCA calculation (ωB97M-V/def2-TZVPD) on a gas-phase ion, C3BrNO6 (charge -2) at a distorted geometry.

```
! wB97M-V def2-TZVPD RIJCOSX def2/J DEFGRID3
* xyz -2 1
C -2.025 -0.473 -0.574
C 0.947 0.296 1.611
C 0.624 1.078 0.177
N 0.406 0.312 -0.842
O -2.611 -1.538 -0.549
O 0.124 0.351 2.502
O -0.394 -0.770 -0.723
O -2.298 0.678 -0.676
O 2.101 -0.137 1.535
O 0.947 0.445 -1.978
Br 1.911 2.466 -0.232
*
```

Its HOMO-LUMO gap is 0.232 hartree. The HOMO energy comes out at -0.887 eV. Its LUMO energy is 0.199 hartree. The calculation puts the maximum force at 1.71 eV/A. Its energy above the lowest of the compared OMol25 structures with the same formula, charge and spin is 4.7 kcal/mol.

(2)
ORCA calculation (ωB97M-V/def2-TZVPD) on 2 unconnected molecules or ions with the total composition C3Cl2F3I at a distorted geometry.

```
! wB97M-V def2-TZVPD RIJCOSX def2/J DEFGRID3
* xyz 0 1
C 0.542 0.775 0.188
C 1.418 -0.223 0.122
C -1.889 -0.710 -0.007
F 0.072 1.249 1.325
F 0.100 1.458 -0.853
F 1.888 -0.652 -1.045
Cl -2.478 -1.151 -1.507
Cl -2.151 -1.866 1.175
I 2.064 -1.266 1.810
*
```

Its HOMO-LUMO gap is 0.295 hartree. The HOMO energy comes out at -9.072 eV. Its LUMO energy is -0.039 hartree. The calculation puts the maximum force at 1.12 eV/A. Its energy above the lowest of the compared OMol25 structures with the same formula, charge and spin is 11.9 kcal/mol.

(3)
ORCA calculation (ωB97M-V/def2-TZVPD) on 2 unconnected molecules or ions with the total composition C3ClF2O2 at a distorted geometry.

```
! wB97M-V def2-TZVPD RIJCOSX def2/J DEFGRID3
* xyz -1 1
C 2.148 -0.703 -0.633
C 1.193 -0.030 -0.029
C -2.203 0.488 0.121
O -2.575 0.868 1.137
O -1.947 0.131 -0.937
F 2.248 -2.053 -0.187
F 0.169 -0.355 0.950
Cl 0.967 1.654 -0.421
*
```

Its HOMO-LUMO gap is 0.253 hartree. The HOMO energy comes out at -3.550 eV. Its LUMO energy is 0.122 hartree. The calculation puts the maximum force at 1.79 eV/A. Its energy above the lowest of the compared OMol25 structures with the same formula, charge and spin is 23.8 kcal/mol.

(4)
ORCA calculation (ωB97M-V/def2-TZVPD) on 2 unconnected molecules or ions with the total composition C3ClF2O2 at a distorted geometry.

```
! wB97M-V def2-TZVPD RIJCOSX def2/J DEFGRID3
* xyz -1 1
C -0.820 -0.149 -1.284
C -1.522 0.020 -0.182
C 1.324 -0.266 0.719
O 2.025 0.004 -0.155
O 0.818 -0.596 1.707
F -0.393 1.098 -1.902
F -1.889 1.135 0.624
Cl -1.747 -1.486 0.718
*
```

Its HOMO-LUMO gap is 0.268 hartree. The HOMO energy comes out at -3.672 eV. Its LUMO energy is 0.133 hartree. The calculation puts the maximum force at 2.18 eV/A. Its energy above the lowest of the compared OMol25 structures with the same formula, charge and spin is 28.4 kcal/mol.

- Number 2 is which compound?
  C3Cl2F3I